Entry 1:
71
Properties=species:S:1:pos:R:3:forces:R:3 method="wB97M-V/def2-TZVPD" smiles="COc1ccccc1CCNC(=O)C1CCN(c2nnc(C)c3c(C)n(-c4ccc(C)cc4)nc23)CC1" fmax_ev_per_a=1.465 homo_lumo_gap_ha=0.292 relative_energy_kcal_mol=0.0
C -2.88682 4.04309 -0.26449 -0.21 0.11 0.05
O -1.61253 3.52725 -0.55630 0.31 -0.26 -0.09
C -1.52073 2.24948 -1.04234 0.04 -0.13 -0.12
C -2.56828 1.34048 -1.02313 -0.13 0.31 0.12
C -2.39722 0.06882 -1.54693 0.04 -0.11 -0.06
C -1.19358 -0.28200 -2.12126 -0.10 -0.13 -0.01
C -0.14781 0.62849 -2.14456 -0.08 0.06 -0.01
C -0.27741 1.88940 -1.59145 -0.07 0.26 0.12
C 0.82908 2.90884 -1.55614 0.16 -0.01 -0.10
C 2.07717 2.58943 -2.37564 -0.19 0.23 -0.10
N 2.83629 1.48136 -1.83487 -0.11 0.25 0.24
C 3.28133 0.48036 -2.61403 0.49 -0.44 0.17
O 3.09462 0.45824 -3.81864 -0.14 -0.06 -0.36
C 3.99430 -0.69167 -1.93390 0.05 0.04 -0.25
C 2.94808 -1.65521 -1.32173 0.09 -0.13 0.19
C 3.08643 -1.75186 0.20042 -0.30 -0.34 -0.30
N 3.28977 -0.43759 0.74832 0.03 0.04 -0.03
C 2.27359 0.37084 1.12592 0.08 0.39 0.29
N 2.56153 1.64194 1.35626 0.70 -1.09 -0.51
N 1.67766 2.50120 1.84179 -0.94 0.95 0.60
C 0.44726 2.17723 2.11178 -0.01 0.11 -0.01
C -0.42299 3.24508 2.68985 0.03 -0.03 -0.06
C -0.01336 0.85904 1.83299 0.50 -0.65 -0.23
C -1.21392 0.15301 1.89433 0.20 0.30 0.00
C -2.56752 0.60960 2.29472 -0.07 -0.02 0.07
N -0.93310 -1.09004 1.43516 0.44 0.81 0.28
C -1.79949 -2.18195 1.26365 -0.51 -0.73 -0.13
C -1.62470 -2.99225 0.14579 0.02 0.14 0.02
C -2.45092 -4.07763 -0.05440 -0.03 0.06 0.13
C -3.46234 -4.38523 0.85141 0.00 0.04 0.07
C -4.35877 -5.55994 0.61062 0.00 -0.01 -0.04
C -3.60755 -3.58522 1.97622 -0.02 -0.07 -0.12
C -2.78296 -2.49519 2.19247 0.25 0.18 -0.08
N 0.34287 -1.24593 1.07680 0.55 -0.43 -0.16
C 0.93020 -0.07848 1.31768 -1.15 0.34 0.29
C 4.59312 0.11948 0.45717 0.45 0.24 0.08
C 5.09382 -0.30578 -0.93393 -0.09 -0.06 0.01
H -2.73248 5.09618 -0.03189 -0.07 -0.07 0.01
H -3.34577 3.55087 0.60088 0.02 0.00 -0.04
H -3.56099 3.95635 -1.12257 0.03 -0.02 0.04
H -3.52609 1.61203 -0.60690 -0.08 0.07 0.05
H -3.21592 -0.63575 -1.51441 -0.07 -0.05 -0.01
H -1.06503 -1.25737 -2.56566 0.02 -0.10 -0.05
H 0.77077 0.34809 -2.63011 0.16 0.00 -0.08
H 0.42113 3.85995 -1.90786 0.09 0.02 0.05
H 1.11870 3.07011 -0.51294 -0.03 0.12 -0.01
H 1.82057 2.33067 -3.40604 0.07 0.08 0.12
H 2.71300 3.48336 -2.39281 -0.11 -0.08 -0.10
H 2.99550 1.49723 -0.83958 0.08 -0.06 0.04
H 4.48918 -1.20511 -2.76527 -0.14 0.18 0.10
H 1.94293 -1.29759 -1.55052 -0.08 -0.07 0.01
H 3.04952 -2.65012 -1.75576 -0.05 -0.02 -0.06
H 3.95252 -2.36355 0.47077 -0.05 -0.01 0.04
H 2.18684 -2.19212 0.63007 0.29 -0.09 -0.04
H -1.12029 3.60333 1.93475 -0.15 0.06 -0.03
H 0.20243 4.07703 3.00085 0.01 0.03 0.03
H -0.98398 2.86895 3.54327 -0.09 0.03 0.09
H -2.73042 0.47250 3.36546 -0.07 -0.01 0.02
H -2.66632 1.66966 2.07778 -0.03 0.04 -0.03
H -3.33460 0.06080 1.75134 -0.06 0.06 0.01
H -0.83431 -2.75394 -0.54727 0.05 0.03 -0.07
H -2.31339 -4.69919 -0.92699 0.03 -0.06 -0.11
H -4.95030 -5.40385 -0.29102 -0.08 -0.05 -0.03
H -3.76931 -6.46404 0.46688 -0.03 -0.10 0.00
H -5.03613 -5.71344 1.44654 -0.06 -0.06 0.02
H -4.37069 -3.82029 2.70398 -0.07 -0.03 0.06
H -2.89087 -1.91474 3.09458 0.01 0.09 0.08
H 5.30152 -0.23628 1.21702 -0.02 0.12 -0.04
H 4.52374 1.20350 0.55900 0.11 -0.21 -0.03
H 5.69819 0.49599 -1.36079 0.09 -0.04 0.04
H 5.74523 -1.17590 -0.82439 0.02 0.04 -0.04

=====

Entry 2:
89
Properties=species:S:1:pos:R:3:forces:R:3 method="wB97M-V/def2-TZVPD" fmax_ev_per_a=1.064 homo_lumo_gap_ha=0.287
C -0.27131 -5.34810 -0.65944 -0.31 -0.40 -0.08
N 0.82035 -5.46796 -1.60937 0.20 0.07 0.59
C 1.72725 -4.31226 -1.56774 -0.39 -0.21 -0.73
Si 1.25389 -2.86356 -2.67635 0.72 0.09 -0.02
O -0.24098 -3.20699 -3.41434 -0.23 -0.06 0.11
Si -1.50596 -2.33509 -2.91085 0.65 0.35 0.27
S -3.39311 -3.05566 -3.83759 -0.11 0.47 -0.78
O -3.27668 -2.85596 -5.26188 0.08 -0.27 0.11
O -4.49424 -2.40714 -3.15544 0.02 -0.20 0.49
C -3.64083 -4.89667 -3.59151 -0.31 0.45 0.00
F -3.12528 -5.26976 -2.42578 0.21 -0.06 0.29
F -4.93957 -5.13098 -3.58186 -0.44 -0.12 0.02
F -3.08657 -5.57551 -4.56563 0.39 -0.27 -0.29
B 1.21052 -1.09455 -1.64639 -0.03 -0.26 0.42
O 1.41532 -1.12578 -0.27720 -0.57 0.48 -0.77
N 0.97657 0.15870 -2.33145 0.18 0.09 0.27
C 2.20382 0.94016 -2.58998 -0.41 0.11 -0.28
C -0.05077 0.93176 -1.61585 0.37 0.09 -0.12
H 0.03636 -4.72318 0.17409 -0.03 0.07 0.09
H -1.19483 -4.94164 -1.08606 0.03 0.24 0.05
H -0.53046 -6.32088 -0.23983 0.00 -0.11 0.00
H 0.46999 -5.66251 -2.53434 0.05 0.07 -0.11
H 2.73362 -4.64069 -1.82010 0.16 0.06 0.07
H 1.75057 -3.93488 -0.54865 0.18 -0.03 0.13
H 2.24957 -2.70297 -3.76858 -0.14 -0.09 -0.12
H -1.47576 -0.95402 -3.40353 -0.36 -0.01 -0.13
H -1.64276 -2.36700 -1.43541 -0.25 -0.11 -0.07
H 0.70616 -1.56388 0.21576 0.45 -0.38 0.39
H 3.03427 0.67208 -1.93650 0.11 -0.04 0.04
H 2.50368 0.85423 -3.63277 0.17 -0.15 -0.06
H 1.98734 1.99123 -2.41047 -0.01 0.09 0.05
H 0.24607 1.26293 -0.62106 0.08 -0.06 -0.04
H -0.96323 0.34979 -1.50871 -0.03 -0.13 -0.01
H -0.30208 1.79597 -2.22228 -0.07 0.12 0.04
C -6.01925 0.94625 -1.73893 -0.27 0.15 -0.12
C -5.39379 0.76061 -3.10505 0.22 -0.32 0.07
O -4.61057 1.95413 -3.28283 -0.20 0.18 0.03
S -4.02584 2.44337 -1.88422 -0.10 -0.13 -0.19
O -2.69971 1.96356 -1.73080 -0.14 0.11 0.15
O -4.33458 3.81648 -1.72587 0.06 0.07 0.01
O -4.98080 1.55661 -0.95481 0.06 -0.19 0.01
H -6.87240 1.62603 -1.77176 0.00 -0.01 -0.01
H -6.31675 0.00607 -1.28365 0.14 -0.01 0.12
H -6.12658 0.68309 -3.90198 0.04 0.18 -0.08
H -4.73201 -0.10562 -3.13394 -0.08 0.02 0.01
C 4.82988 -4.91865 3.09700 0.17 0.19 -0.12
C 3.59112 -4.04453 3.05543 -0.14 -0.13 0.29
O 3.03768 -4.29585 1.75624 0.23 0.12 -0.09
S 3.31417 -5.80778 1.33124 0.06 -0.12 0.06
O 2.17182 -6.59267 1.62714 -0.02 -0.12 -0.08
O 3.91392 -5.81520 0.04900 -0.04 -0.03 -0.11
O 4.43669 -6.12549 2.42544 -0.15 0.14 0.27
H 5.65748 -4.46877 2.54580 -0.01 0.02 0.00
H 5.14807 -5.15271 4.10863 -0.06 -0.17 -0.01
H 3.81119 -2.98646 3.15816 -0.04 0.04 -0.19
H 2.85984 -4.34217 3.80914 0.02 0.00 0.02
C 1.83512 4.63200 2.57973 0.23 0.26 -0.05
C 0.49389 5.32394 2.67619 -0.14 -0.17 0.28
O -0.11227 5.07858 1.39769 0.18 0.14 -0.05
S 0.33524 3.64623 0.85066 0.06 0.30 0.24
O -0.66652 2.69250 1.16088 -0.02 -0.15 -0.08
O 0.82311 3.81909 -0.46856 -0.08 -0.04 -0.13
O 1.56014 3.42560 1.84967 -0.16 -0.02 0.14
H 2.55330 5.22549 2.01205 0.00 -0.01 -0.01
H 2.25118 4.38702 3.55239 0.00 -0.18 -0.03
H 0.58273 6.39255 2.84528 -0.04 0.05 -0.19
H -0.13474 4.88056 3.45069 0.02 0.00 0.02
C -3.28686 -1.22432 1.37582 0.02 0.02 -0.40
C -3.57243 -2.71262 1.40326 -0.25 0.06 0.24
O -2.27202 -3.30955 1.53474 0.14 0.10 -0.19
S -1.32939 -2.36812 2.41029 -0.72 0.11 -0.12
O -1.31130 -2.82313 3.75085 0.31 0.07 0.02
O -0.12661 -2.16104 1.68186 0.14 -0.26 0.22
O -2.22679 -1.05515 2.33097 -0.01 -0.17 0.17
H -2.92856 -0.89714 0.39757 -0.02 0.02 0.00
H -4.14109 -0.62235 1.67016 0.09 0.07 0.16
H -4.04883 -3.07147 0.49547 0.18 -0.09 -0.08
H -4.17300 -2.99369 2.27009 -0.01 0.01 0.00
C 3.09372 9.33543 2.11860 -0.15 0.20 0.17
C 4.47674 9.71834 2.60346 0.16 -0.05 -0.30
O 4.68470 8.87863 3.75215 -0.18 0.11 0.09
S 3.97055 7.47429 3.53538 -0.04 0.17 -0.12
O 4.90414 6.52091 3.05888 -0.02 -0.15 0.03
O 3.15169 7.20134 4.66100 0.03 -0.12 0.11
O 3.04078 7.91204 2.31017 0.12 0.03 -0.14
H 2.31214 9.79677 2.72410 0.01 0.01 0.01
H 2.93062 9.56861 1.07086 0.01 -0.19 -0.06
H 4.54988 10.76075 2.89670 0.01 -0.04 0.20
H 5.24407 9.48953 1.86242 -0.02 0.00 -0.02